A structure of composition C33H23FeN8O2SSbSe4. Source: the Open Molecules 2025 dataset; level of theory: the ωB97M-V functional and the def2-TZVPD basis.

Element x y z (Å)
1 Fe 0.430701 -0.100955 0.369772
2 C -2.326149 0.864948 -2.798592
3 C -1.433955 0.132570 -2.016777
4 N -0.949286 0.664476 -0.906379
5 C -1.383888 1.897986 -0.540321
6 C -2.267907 2.595508 -1.337362
7 N -2.729189 2.085456 -2.477578
8 C -0.799560 2.408097 0.722468
9 C -1.129701 3.577466 1.386947
10 C -0.453857 3.870075 2.573213
11 C 0.550898 3.016708 3.021293
12 C 0.842576 1.872749 2.294823
13 N 0.145149 1.582643 1.210896
14 C 1.941565 0.899559 2.515720
15 C 2.996890 1.109703 3.393417
16 N 4.065798 0.326373 3.421903
17 C 4.085858 -0.672830 2.547154
18 C 3.031399 -0.927492 1.691787
19 N 1.937990 -0.163547 1.703270
20 C -0.804543 5.086485 3.337646
21 C -0.807012 5.091174 4.727966
22 C -1.130680 6.261283 5.395025
23 N -1.439431 7.399716 4.786342
24 C -1.442776 7.388471 3.457863
25 C -1.140445 6.273971 2.694748
26 H -2.717910 0.435582 -3.709937
27 H -1.112243 -0.870886 -2.266563
28 H -2.615955 3.582802 -1.065758
29 H -1.926076 4.215923 1.040785
30 H 1.104760 3.257856 3.917103
31 H 2.970005 1.945648 4.080776
32 H 4.966836 -1.300466 2.532775
33 H 3.038649 -1.756151 0.991106
34 H -0.593020 4.191688 5.288466
35 H -1.147940 6.275749 6.478486
36 H -1.696937 8.322713 2.970981
37 H -1.145206 6.343043 1.615969
38 O 1.942618 -4.125146 -0.552476
39 S 0.657259 -3.454052 -0.514060
40 O -0.335824 -3.945506 -1.445759
41 N 0.867420 -1.852945 -0.735894
42 C 1.568650 -1.549205 -1.878639
43 C 1.787212 -2.370911 -2.974769
44 C 2.553496 -1.953583 -4.070265
45 C 3.127219 -0.710046 -4.133417
46 C 2.907052 0.177660 -3.058545
47 C 3.436423 1.490403 -3.033101
48 C 3.171176 2.319602 -1.980399
49 C 2.351601 1.835315 -0.945647
50 N 1.850178 0.621458 -0.939876
51 C 2.122905 -0.232632 -1.963743
52 C 0.009785 -3.662821 1.120086
53 C 0.737718 -3.308992 2.247858
54 C 0.210541 -3.527952 3.506149
55 C -1.054426 -4.094093 3.639080
56 C -1.758198 -4.483821 2.513488
57 C -1.222825 -4.278305 1.246246
58 H 1.367150 -3.364635 -2.993703
59 H 2.686249 -2.650041 -4.887888
60 H 3.723085 -0.394282 -4.978103
61 H 4.049946 1.818544 -3.862862
62 H 3.557877 3.327035 -1.928298
63 H 2.107031 2.476323 -0.106189
64 H 1.719231 -2.866568 2.149308
65 H 0.773264 -3.232142 4.382465
66 H -1.501488 -4.212165 4.618224
67 H -2.749347 -4.903098 2.616845
68 H -1.776161 -4.545385 0.359251
69 Se -5.607578 -3.284927 3.174623
70 Sb -4.253547 -1.376592 2.620669
71 Se -3.152684 -1.673073 0.257445
72 Se -1.435571 -0.645180 1.632298
73 Se -5.158742 0.845268 2.757062

Cartesian forces, eV/Å:
Fe 1.120 0.505 -1.772
C -0.034 0.043 0.041
C -0.136 0.189 0.177
N 0.191 0.352 0.286
C 0.250 -0.319 0.124
C -0.015 -0.229 -0.019
N -0.032 -0.100 -0.140
C 0.029 -0.235 -0.052
C 0.270 -0.428 0.024
C -0.013 -0.026 0.001
C 0.020 0.119 0.140
C 0.160 -0.052 0.302
N -0.278 0.194 -0.728
C -0.119 0.424 0.313
C 0.030 0.005 0.030
N -0.041 0.195 0.160
C 0.061 -0.092 -0.018
C -0.212 -0.173 -0.086
N -0.231 -0.139 -0.243
C 0.042 0.074 0.078
C -0.007 -0.006 -0.048
C 0.020 -0.111 0.091
N -0.032 0.121 0.034
C -0.013 0.032 -0.091
C 0.040 -0.050 0.043
H -0.034 -0.003 -0.064
H 0.008 0.016 -0.011
H -0.008 0.035 0.032
H -0.060 0.015 -0.070
H 0.003 0.017 0.031
H 0.080 0.027 0.025
H 0.016 -0.029 -0.019
H 0.000 0.065 -0.002
H -0.006 -0.030 0.005
H -0.001 0.013 0.024
H -0.010 0.029 -0.004
H 0.005 -0.004 -0.040
O 0.103 0.165 0.164
S -0.316 -0.335 -0.147
O 0.022 -0.039 0.125
N 0.113 0.362 0.534
C 0.002 0.048 -0.074
C 0.040 -0.206 -0.163
C 0.076 0.150 -0.019
C -0.083 -0.064 0.123
C 0.218 0.132 -0.330
C -0.054 -0.026 0.075
C -0.040 -0.195 -0.055
C 0.018 -0.045 0.006
N -0.197 -0.033 0.277
C -0.096 0.143 0.103
C -0.094 0.024 0.001
C 0.264 -0.076 0.030
C -0.036 0.007 -0.043
C 0.046 0.057 -0.053
C -0.010 0.012 -0.009
C -0.078 0.102 0.003
H -0.005 0.020 0.025
H 0.025 -0.013 -0.036
H 0.024 0.008 -0.040
H 0.010 0.023 -0.023
H 0.020 0.016 -0.016
H -0.037 -0.033 0.010
H -0.109 -0.115 -0.014
H 0.001 0.007 0.017
H 0.026 -0.039 -0.002
H -0.049 0.002 -0.025
H -0.004 -0.007 -0.009
Se -0.173 -0.214 -0.061
Sb -0.117 -0.077 0.237
Se 0.457 0.382 0.410
Se -0.884 -0.849 0.480
Se -0.149 0.264 -0.054

- strongest force on any atom (eV/Å) = 2.156
- net charge = -1
- frontier orbital gap (spin up / spin down) (eV) = 4.16 / 4.65
- <S²> = 0.765
- multiplicity = 2



A structure of composition C33H24Cl8InN2O2. Source: the Open Molecules 2025 dataset; level of theory: the ωB97M-V functional and the def2-TZVPD basis.

Element x y z (Å)
1 In -0.720215 -0.042959 0.414063
2 Cl -1.733969 5.384861 -4.526033
3 C -1.903751 3.962308 -3.457418
4 C -3.139844 3.604051 -2.825565
5 C -3.144667 2.524248 -1.960142
6 C -1.971925 1.739774 -1.721501
7 O -2.126132 0.771655 -0.925264
8 C -0.775464 2.200774 -2.284343
9 C 0.575959 1.536100 -2.049216
10 N 0.860510 0.719727 -1.155272
11 C 2.143490 0.122353 -0.975983
12 C 3.024239 0.533397 0.049260
13 C 4.188748 -0.217375 0.220976
14 C 4.360510 -1.376718 -0.506884
15 C 3.442683 -1.844396 -1.407154
16 C 3.587625 -3.106513 -2.051614
17 C 2.592206 -3.486604 -2.918274
18 C 1.528377 -2.586552 -3.171047
19 N 1.312575 -1.447500 -2.518601
20 C 2.270294 -1.100496 -1.674978
21 C -0.799004 3.210736 -3.250812
22 H -4.023373 4.264696 -2.964759
23 H -4.033999 2.237012 -1.377487
24 H 1.385573 1.915581 -2.766398
25 H 2.663605 1.221843 0.790396
26 H 4.812176 -0.017162 1.087595
27 H 5.265985 -1.873771 -0.337717
28 H 4.442718 -3.767825 -1.867319
29 H 2.463257 -4.427711 -3.456878
30 H 0.806756 -2.856262 -3.960504
31 H 0.157625 3.366955 -3.719595
32 Cl -7.043612 0.459619 -2.048646
33 C -5.588083 -0.606564 -1.880689
34 Cl -5.644878 -1.740945 -0.558539
35 H -4.804041 0.140244 -1.778996
36 H -5.453292 -1.191470 -2.751100
37 Cl -3.376584 6.810092 0.844873
38 C -2.396032 5.361003 1.045117
39 C -2.997229 4.272289 1.687585
40 Cl -4.603601 4.296869 2.205364
41 C -2.288240 3.071356 1.719950
42 Cl -2.991961 1.675994 2.377838
43 C -0.921026 2.918719 1.314638
44 O -0.171348 1.854468 1.461857
45 C -0.344184 4.108416 0.768430
46 Cl 1.292890 3.943846 0.241132
47 C -1.055555 5.272018 0.580480
48 Cl -0.404000 6.622100 -0.206799
49 C 0.046105 -4.389110 1.252151
50 C -0.158398 -2.928570 1.772986
51 C -1.135366 -3.024263 2.990032
52 C -0.688621 -2.148465 0.596172
53 C 1.176609 -2.356517 2.309441
54 C 1.341103 -1.053932 2.836305
55 C 2.553240 -0.606132 3.365712
56 C 3.636476 -1.433733 3.404178
57 C 3.535788 -2.747065 2.952031
58 C 2.334777 -3.187293 2.460015
59 H -0.774643 -4.596782 0.566029
60 H 0.063876 -5.225478 2.023787
61 H 0.888558 -4.499946 0.619510
62 H -1.995678 -3.441597 2.459583
63 H -1.415426 -2.002215 3.329992
64 H -0.705262 -3.577522 3.825215
65 H -1.698644 -2.488057 0.296117
66 H 0.426629 -0.398057 2.769498
67 H 2.675698 0.351657 3.694969
68 H 4.592643 -1.086014 3.892307
69 H 4.424332 -3.385014 2.801069
70 H 2.154417 -4.208156 2.028849

Cartesian forces, eV/Å:
In 0.072 -0.879 0.267
Cl -0.448 -0.659 0.438
C -1.175 0.385 -0.430
C 0.503 0.845 -0.013
C -0.261 0.494 -0.645
C -0.776 2.026 -0.170
O 0.172 -1.753 1.246
C 1.620 -1.690 -0.257
C -0.696 2.430 -2.263
N 0.125 -0.716 1.907
C -0.416 0.741 1.062
C -1.528 -1.154 -1.529
C -0.538 -0.610 0.341
C 0.806 1.870 1.232
C -0.616 -1.214 -1.227
C -0.427 -0.447 -0.426
C -0.405 0.336 -0.199
C -0.836 0.724 0.375
N -0.189 -1.734 -2.257
C 1.604 0.844 1.178
C 0.859 -0.334 0.880
H 0.697 -0.693 0.111
H 0.386 0.252 -0.438
H -0.904 -0.559 0.847
H 0.137 0.698 -0.106
H 0.225 0.114 -0.382
H 1.063 -1.142 0.157
H -0.295 0.406 0.114
H 0.791 0.101 0.313
H 0.178 0.164 0.590
H 0.019 0.597 -0.345
Cl 0.148 -0.638 0.043
C -0.124 1.337 0.287
Cl -0.088 0.095 0.394
H 0.300 -0.543 0.310
H -0.112 -0.251 -0.993
Cl 0.695 -0.430 -0.057
C -0.119 0.168 0.212
C 1.483 -0.271 -1.362
Cl -0.761 0.198 0.325
C 1.292 -0.202 0.131
Cl -0.458 -0.834 0.376
C 0.131 0.931 0.098
O -1.240 0.069 -0.346
C -0.012 -0.940 -0.075
Cl 0.067 0.373 -0.047
C -1.676 -0.033 0.686
Cl 0.522 0.523 -0.371
C -1.179 -0.547 0.793
C 1.055 0.087 0.776
C 0.021 1.130 -1.072
C -0.040 0.787 -0.460
C 1.490 -0.057 1.155
C -1.723 -0.153 -0.874
C -1.051 -1.933 -0.976
C 1.940 -0.463 0.994
C 0.714 -0.126 -0.571
C -2.255 -0.839 -1.604
H -0.338 -0.078 0.218
H 0.020 1.129 -0.585
H 1.052 0.119 -0.535
H -0.354 -0.359 0.955
H 0.220 -0.613 -0.205
H -0.335 -0.366 -0.038
H 0.285 0.138 0.174
H 1.271 -0.389 0.391
H -0.034 2.519 0.914
H -1.039 -0.302 -0.803
H -0.486 0.321 0.612
H 0.972 1.000 0.758

- strongest force on any atom (eV/Å) = 3.393
- net charge = -1
- frontier orbital gap (eV) = 5.39
- multiplicity = 1